# 1
A molecular structure, C10H14F8K4N4O25S8, computed with the ωB97M-V functional and the def2-TZVPD basis.

The geometry in ORCA input format:
```
! wB97M-V def2-TZVPD RIJCOSX def2/J DEFGRID3
* xyz 0 1
K -0.993 0.950 2.476
K -0.147 -3.221 -1.048
K -0.778 1.586 -2.266
K -1.521 -1.840 2.501
N -0.159 0.459 -3.767
S -0.749 -1.109 -3.596
O -0.597 -1.736 -2.307
O -0.628 -2.058 -4.723
F -2.310 -0.675 -3.615
S 1.340 0.151 -3.610
O 1.945 -0.726 -4.618
O 1.850 -0.019 -2.247
F 1.908 1.517 -4.201
N 0.010 4.406 0.693
S 1.202 3.221 0.475
O 1.758 3.006 -0.803
O 1.209 2.101 1.429
F 2.427 4.208 1.038
S -1.078 3.398 0.492
O -1.582 2.721 1.597
O -1.116 2.695 -0.762
F -2.245 4.525 0.168
N -1.045 -0.355 1.053
S -1.915 -0.719 -0.111
O -2.036 -2.174 -0.321
O -1.889 0.194 -1.240
F -3.281 -0.296 0.586
S 0.434 -0.219 0.269
O 0.728 1.076 -0.257
O 0.823 -1.315 -0.607
F 1.285 -0.325 1.635
N 0.810 -4.068 0.429
S -0.126 -4.816 1.348
O -1.442 -4.144 1.607
O 0.336 -5.768 2.372
F -0.495 -5.947 0.254
S 1.413 -3.182 1.719
O 2.353 -3.855 2.609
O 0.646 -2.028 2.199
F 2.403 -2.442 0.697
C 3.331 0.241 3.687
C 1.946 -0.091 3.243
O 1.991 -1.512 3.286
C 2.856 -1.886 4.260
O 3.007 -3.008 4.650
O 3.618 -0.797 4.675
H 3.285 1.247 4.105
H 4.077 0.200 2.893
H 1.866 0.166 2.186
H 1.129 0.315 3.839
C 2.823 0.347 -0.662
C 4.357 0.413 -0.547
O 4.541 0.865 0.760
C 3.417 1.389 1.312
O 3.314 2.083 2.297
O 2.319 1.032 0.460
H 2.516 -0.699 -0.648
H 2.493 0.745 -1.622
H 4.752 1.043 -1.344
H 4.810 -0.578 -0.571
C -6.405 1.348 -1.404
C -4.829 1.686 -1.632
C -3.955 0.482 -1.283
O -2.986 0.408 -2.267
C -3.262 1.366 -3.247
O -2.609 1.541 -4.250
O -4.411 2.031 -2.927
H -6.586 0.443 -1.984
H -7.000 2.176 -1.788
H -6.650 1.168 -0.357
H -4.418 2.448 -0.970
H -4.493 -0.454 -1.430
H -3.593 0.661 -0.270
*
```

Atomic partial charges in e from the Löwdin method, atoms 1 to 2: atom 1 (K): 1.04, atom 2 (K): 1.08

=====

# 2
C10H14N2 in the gas phase, computed with the ωB97M-V functional and the def2-TZVPD basis.

The geometry in ORCA input format:
```
! wB97M-V def2-TZVPD RIJCOSX def2/J DEFGRID3
* xyz 0 1
C -2.369 -0.848 -0.430
C -1.309 -0.229 0.574
C -1.726 1.215 0.847
C 0.278 2.214 -0.379
C 0.975 0.843 -0.216
C 2.353 0.774 -0.347
C 2.985 -0.375 -0.112
C 2.309 -1.581 0.341
C 0.900 -1.495 0.452
C 0.204 -0.259 0.219
H -1.008 -2.249 -0.753
H -2.388 -2.921 0.014
H -3.374 -0.756 -0.060
H -2.354 -0.338 -1.355
H -1.246 -0.844 1.454
H -2.872 1.238 0.826
H -1.567 1.623 1.817
H -1.735 2.908 -0.170
H 0.758 2.871 0.429
H 0.558 2.636 -1.404
H 2.969 1.638 -0.647
H 3.984 -0.468 -0.144
H 2.893 -2.563 0.360
H 0.553 -2.444 0.717
N -2.049 -2.289 -0.762
N -1.204 2.021 -0.207
*
```

Calculated values
- structure (SMILES) = NC[C@@H]1CNCc2ccccc21

Atomic partial charges in e from the Löwdin method, atoms 1 to 2: atom 1 (C): -0.21, atom 2 (C): -0.23

=====

# 3
C10H14N2O in the gas phase, computed with the ωB97M-V functional and the def2-TZVPD basis.

The geometry in ORCA input format:
```
! wB97M-V def2-TZVPD RIJCOSX def2/J DEFGRID3
* xyz 0 1
C -0.431 1.720 -3.279
C 1.234 0.143 -2.292
C 2.024 -0.082 -0.965
C 1.395 1.009 0.033
C 0.382 1.785 -0.815
C -0.082 -0.276 1.395
C -0.704 -0.962 0.281
C -1.691 -1.886 0.575
C -2.043 -2.183 1.924
C -0.589 -0.564 2.737
H -1.010 2.643 -3.007
H 0.112 1.943 -4.220
H -1.159 0.880 -3.599
H 1.754 0.045 -3.238
H 0.541 -0.700 -2.385
H 1.956 -1.203 -0.743
H 3.123 0.299 -0.897
H 2.138 1.718 0.397
H 0.672 2.858 -0.698
H -0.641 1.717 -0.311
H -0.240 -0.572 -0.664
H -2.055 -2.589 -0.238
H -2.736 -2.989 2.135
H -0.135 -0.014 3.572
N 0.475 1.345 -2.159
N -1.535 -1.418 2.962
O 1.016 0.532 1.339
*
```

Calculated values
- structure (SMILES) = CN1CC[C@H](Oc2cccnc2)C1

Atomic partial charges in e from the Löwdin method, atoms 1 to 2: atom 1 (C): -0.06, atom 2 (C): -0.23

=====

# 4
C10H14N2O3S in the gas phase, computed with the ωB97M-V functional and the def2-TZVPD basis.

The geometry in ORCA input format:
```
! wB97M-V def2-TZVPD RIJCOSX def2/J DEFGRID3
* xyz 0 1
C -2.248 -3.263 -3.146
C -2.582 -1.930 -2.489
C -1.806 -0.781 -3.147
C -2.093 0.514 -2.439
O -2.906 1.321 -2.823
N -1.419 0.781 -1.262
C -0.428 0.170 -0.553
N 0.029 0.705 0.525
C 1.013 -0.039 1.094
C 1.325 -1.191 0.430
S 0.352 -1.363 -0.969
H 2.061 -1.921 0.694
C 1.685 0.383 2.340
O 2.566 -0.256 2.866
O 1.195 1.529 2.802
C 1.782 2.048 3.995
C 3.053 2.830 3.693
H 3.438 3.268 4.609
H 2.844 3.623 2.978
H 3.806 2.167 3.275
H 2.002 1.218 4.674
H 1.016 2.694 4.428
H -1.703 1.660 -0.834
H -0.737 -0.999 -3.147
H -2.140 -0.671 -4.179
H -3.651 -1.729 -2.580
H -2.342 -1.981 -1.425
H -2.817 -4.065 -2.683
H -1.189 -3.484 -3.037
H -2.488 -3.237 -4.206
*
```

Calculated values
- structure (SMILES) = CCCC(=O)Nc1nc(C(=O)OCC)cs1

Atomic partial charges in e from the Löwdin method, atoms 1 to 2: atom 1 (C): -0.11, atom 2 (C): -0.27

=====

Record-wise energy relative to the best compared isomer or geometry (same formula, charge and spin) values, in eV: 54.868, 1.450, 3.124, 0.676
Record-wise strongest force on any atom values, in eV/Å: 19.95, 4.80, 4.13, 1.28